[1]
Entry from the Open Molecules 2025 dataset: C5H5NO2 in the gas phase (ωB97M-V with the def2-TZVPD basis set).

Relative energy (zero: lowest compared OMol25 entry of this formula, charge and spin) in eV: 3.645
SMILES: CC1=CNC(=O)C1=O
Orbital gap in eV: 8.61

Structure (ORCA input):
```
! wB97M-V def2-TZVPD RIJCOSX def2/J DEFGRID3
* xyz 0 1
C 1.535 -0.934 0.958
C 0.221 -0.299 0.377
C -1.002 0.176 0.756
N -1.738 0.912 -0.022
C -0.863 0.905 -1.298
O -1.131 1.299 -2.328
C 0.445 0.056 -0.946
O 0.938 -0.275 -1.997
H 2.328 -0.197 0.202
H 1.823 -1.992 0.735
H 1.653 -0.896 2.023
H -1.487 0.070 1.795
H -2.721 1.176 -0.256
*
```

---

[2]
Entry from the Open Molecules 2025 dataset: C5H5NO2 as an isolated structure (ωB97M-V with the def2-TZVPD basis set).

Relative energy (zero: lowest compared OMol25 entry of this formula, charge and spin) in eV: 5.289
Orbital gap in eV: 10.08

Structure (ORCA input):
```
! wB97M-V def2-TZVPD RIJCOSX def2/J DEFGRID3
* xyz 0 1
C 1.797 -0.313 0.527
C 0.826 0.264 -0.548
C -0.839 1.031 0.015
C -1.912 -0.868 -0.188
C -0.616 -0.332 -0.291
H 1.321 -0.433 1.524
H 2.238 -1.299 0.194
H 2.670 0.462 0.708
H 1.292 0.275 -1.592
H -2.218 -1.804 -0.544
N -2.042 1.412 0.369
O 0.272 1.600 -0.303
O -2.789 0.005 0.127
*
```

---

Number 1: E_HOMO -8.847 eV. Number 2: E_HOMO -9.348 eV.